10
Properties=species:S:1:pos:R:3:forces:R:3 method="wB97M-V/def2-TZVPD" e_homo_ev=-8.806 homo_lumo_gap_ev=9.49 e_above_lowest_kcal_mol=24.7 charge=0 e_lumo_ev=0.68 energy_ha=-3126.59296
O -0.79834 -2.31240 -1.62528 1.3834 -0.8622 0.7758
C -1.44478 -1.66080 -2.34697 -2.7319 -2.0117 -1.1633
Br -1.58011 0.15702 -2.24648 -0.0571 2.0239 -0.2101
H -2.25383 -2.13401 -3.03349 1.3303 0.8134 0.5204
C 1.29144 0.71644 1.81868 3.7647 -1.4005 -0.4789
S 0.79715 1.49141 0.32846 -0.5979 0.8980 -1.4378
H 0.89330 -0.26513 1.91327 -0.4151 -0.7936 0.0984
H 0.91646 1.33462 2.55757 -0.0824 0.9395 2.0223
H 2.51358 0.56177 1.85210 -3.2042 0.8047 0.0017
H -0.33487 2.11107 0.78214 0.6102 -0.4115 -0.1284